{
  "formula": "C4H12NP",
  "method": "ωB97M-V with the def2-TZVPD basis set",
  "e_homo_ev": [-8.2608, -7.0417],
  "e_tot_ev": -15116.563,
  "de_lowest_ev": 5.250,
  "homo_lumo_gap_ev": [8.232, 7.312],
  "elements": ["C", "C", "C", "C", "N", "P", "H", "H", "H", "H", "H", "H", "H", "H", "H", "H", "H", "H"],
  "xyz": [[1.2382, 0.0156, -2.3583], [1.1831, 0.5996, 1.6190], [-1.5712, -2.1293, 0.9883], [-1.1478, 1.4329, -0.0074], [1.4625, -0.0311, -0.9550], [0.3704, 0.1047, 0.1328], [0.8472, -1.0576, -2.7373], [2.1559, 0.3314, -2.7884], [0.3587, 0.4866, -2.7265], [0.5239, 0.6635, 2.5220], [2.1397, 0.1251, 1.5794], [1.1915, 1.6767, 1.4955], [-0.8981, -2.0552, 1.8400], [-2.6216, -1.9201, 1.1237], [-1.1771, -3.0670, 0.4628], [-1.9859, 0.8098, -0.0113], [-1.0618, 2.0282, 0.8754], [-1.0074, 1.9863, -1.0546]],
  "forces_ev_per_angstrom": [[-1.3435, -3.7295, -0.2689], [-1.5301, 1.4450, 0.9187], [2.3532, -1.5846, -0.2578], [3.4243, -0.3475, -2.9014], [0.2208, 0.5690, 0.0405], [-3.5397, 0.0690, 0.0929], [1.7344, 1.5834, 0.5548], [0.4568, 0.0846, -1.0664], [-0.5704, 1.7068, -0.0224], [0.7704, -1.4315, -0.4288], [0.5968, -0.0833, 0.8495], [1.1082, 0.4778, -0.4452], [-0.5124, 0.5047, 0.2736], [0.0277, 0.0413, -0.2462], [-1.2398, 1.5508, 0.1456], [-1.4456, -0.6380, -0.0484], [-0.0891, 0.7113, 0.2761], [-0.4220, -0.9295, 2.5338]]
}